This record from OMol25 describes a molecular structure, C2H18KO8. The level of theory is ωB97M-V/def2-TZVPD.

Each line ends with the natural charge from an NBO analysis.
CARTESIAN COORDINATES (ANGSTROEM)
K: -0.78714 -0.55417 0.57590  0.954
O: -2.35514 0.47783 -1.66310  -0.954
H: -1.51814 0.92483 -1.70310  0.475
H: -2.76414 1.00483 -0.97610  0.475
O: -0.92714 1.05683 2.64990  -0.947
H: -0.73714 1.12583 3.61390  0.490
H: -1.76914 0.63483 2.75390  0.465
O: 2.27086 -0.67317 0.56090  -0.954
H: 1.89086 -1.45817 0.17290  0.473
H: 3.10986 -0.90217 0.91990  0.491
O: 0.62086 -1.73717 2.65290  -0.967
H: 0.67086 -2.20217 3.47490  0.487
H: 1.48386 -1.44717 2.47090  0.482
O: -1.98414 -3.20017 0.38590  -0.953
H: -2.91414 -3.10117 0.45790  0.475
H: -1.71214 -3.89417 0.92090  0.486
O: -3.55114 -0.16817 0.72790  -0.973
H: -4.41414 -0.02217 1.15990  0.497
H: -3.76014 -0.94917 0.17590  0.484
C: 1.19986 1.16883 -2.12210  -0.077
C: 2.57086 1.87883 -1.78610  -0.085
O: 3.56886 1.43183 -2.78610  -0.698
O: 0.36486 1.57883 -1.13210  -0.756
H: 1.23986 0.04783 -2.05910  0.158
H: 0.77286 1.47783 -3.14710  0.183
H: 2.87886 1.65983 -0.81210  0.176
H: 2.43686 2.86683 -1.89010  0.171
H: 3.61986 0.45883 -2.57210  0.457
H: 0.49386 2.51483 -1.02510  0.485

The calculation puts the HOMO-LUMO gap at 9.726 eV. For the lowest unoccupied orbital energy, the calculation gives -3.1 eV. As for the spin multiplicity: 1. Its HOMO energy is -12.86 eV. As for the electronic energy: -35066.11386 eV. Its total charge is +1. As for the relative energy (zero: lowest compared OMol25 entry of this formula, charge and spin): 84.2 kJ/mol.

=====

This record from OMol25 describes 6 unconnected molecules or ions with the total composition C2H18NO5S. The level of theory is ωB97M-V/def2-TZVPD.

Each line ends with the natural charge from an NBO analysis.
CARTESIAN COORDINATES (ANGSTROEM)
C: -2.31686 0.34921 0.00142  -0.263
C: -2.34913 0.11674 -1.52313  -0.547
S: -1.00283 -1.01149 -1.88233  -0.088
N: -1.04074 1.00027 0.43089  -0.694
H: -2.60493 -0.64613 0.36556  0.288
H: -3.11478 1.04134 0.25468  0.225
H: -2.26010 1.06317 -2.07993  0.216
H: -3.31911 -0.20731 -1.91529  0.261
H: -1.17028 -1.44575 -3.14044  0.174
H: -1.03593 1.02128 1.45718  0.478
H: -0.77162 1.81963 -0.10503  0.452
H: -0.29996 0.30649 0.33301  0.468
H: -1.10472 -1.76445 2.36204  0.492
H: -0.26350 -2.10738 1.01891  0.520
O: -1.07248 -1.71699 1.40007  -1.006
H: 1.89021 3.29609 -0.17927  0.490
H: 2.23296 1.88523 -0.69466  0.498
O: 1.90361 2.36818 0.08515  -0.982
H: 3.19170 -0.21839 -1.32871  0.486
H: 1.93877 -0.71606 -1.83130  0.497
O: 2.24304 -0.12038 -1.12684  -0.961
H: 1.79130 1.17462 1.59232  0.522
H: 0.94741 -0.18815 2.07382  0.493
O: 1.00960 0.77604 1.99535  -1.014
H: 2.29437 -1.54228 0.17821  0.493
H: 2.44667 -2.37201 1.48291  0.487
O: 1.83734 -2.16150 0.77537  -0.987

The calculation puts the HOMO-LUMO gap at 9.954 eV. For the lowest unoccupied orbital energy, the calculation gives -2.9 eV. As for the spin multiplicity: 1. Its HOMO energy is -12.81 eV. As for the electronic energy: -24922.77413 eV. Its total charge is +1.

=====

This record from OMol25 describes 7 unconnected molecules or ions with the total composition C2H18NO6. The level of theory is ωB97M-V/def2-TZVPD.

Each line ends with the natural charge from an NBO analysis.
CARTESIAN COORDINATES (ANGSTROEM)
C: 1.48891 -0.11218 0.64469  -0.080
C: 2.04163 1.15484 0.56738  -0.331
N: 0.55306 -0.40622 -0.50075  -0.771
H: 1.66132 -0.93518 1.34361  0.227
H: 2.77044 1.42352 1.31271  0.224
H: 1.63293 1.94109 0.00369  0.228
H: 0.18391 -1.40559 -0.31080  0.492
H: -0.36509 0.09952 -0.51936  0.483
H: 1.13610 -0.28223 -1.33926  0.470
H: -1.06567 0.46843 -3.34612  0.514
H: -0.17760 -0.62846 -3.25508  0.477
O: -0.52300 -0.01068 -2.61355  -0.983
H: -0.67116 1.52870 1.54294  0.505
H: -1.58273 2.58273 0.85182  0.487
O: -1.02680 1.87198 0.68646  -0.985
H: 2.29099 -2.50481 -0.24121  0.472
H: 2.26797 -3.35293 -1.48476  0.493
O: 1.96600 -2.50503 -1.13582  -0.958
H: -1.35742 1.09616 4.49246  0.487
H: -2.65388 0.44814 3.85926  0.485
O: -1.73041 0.60523 3.70707  -0.970
H: -0.09425 -3.13305 1.55209  0.491
H: -0.73241 -3.67037 0.29079  0.510
O: -0.14459 -2.86526 0.64851  -0.968
H: -2.59669 3.29605 -2.52384  0.486
H: -1.41492 2.58250 -1.67953  0.485
O: -1.85666 2.71307 -2.55340  -0.970

The calculation puts the HOMO-LUMO gap at 11.237 eV. For the lowest unoccupied orbital energy, the calculation gives -2.8 eV. As for the spin multiplicity: 1. Its HOMO energy is -14.01 eV. As for the electronic energy: -16133.67246 eV. Its total charge is +1. As for the relative energy (zero: lowest compared OMol25 entry of this formula, charge and spin): 161.7 kJ/mol.

=====

This record from OMol25 describes a molecular structure, C2H18O6. The level of theory is ωB97M-V/def2-TZVPD.

Each line ends with the Löwdin spin population.
CARTESIAN COORDINATES (ANGSTROEM)
C: -0.14413 -1.07494 -1.47139  0.067
C: 0.52869 0.26179 -1.65291  0.016
H: 0.47743 -1.53295 -0.65201  0.007
H: -1.15157 -1.09048 -1.01546  0.017
H: -0.08230 -1.79539 -2.37000  0.005
H: 0.49990 0.72680 -0.62650  0.003
H: -0.06547 0.87939 -2.41090  0.003
H: 1.60502 0.30513 -1.75029  0.008
H: 2.62604 -0.71317 0.00824  0.000
H: 3.08330 1.14924 0.85702  0.000
O: 2.25210 0.89124 0.49531  0.007
H: -2.52473 -0.36893 -3.31742  -0.001
H: -2.13026 1.13564 -0.22959  -0.003
O: -2.70719 -0.24375 0.08918  0.794
H: -1.54616 -0.84126 1.26093  -0.008
H: -3.36816 -0.75537 -0.45229  0.006
O: -0.64222 -1.25288 1.76802  0.065
H: -0.42152 1.39949 1.15282  0.000
H: 1.14087 1.06230 1.43213  0.000
O: 0.19564 1.12714 1.86741  0.002
H: -0.09040 -0.45045 1.83967  0.000
H: 1.90019 -2.03242 0.27213  0.000
O: 2.55452 -1.64233 -0.27181  0.004
H: -1.54129 2.74410 -0.18067  0.000
H: -3.02870 -0.81832 -2.91357  -0.001
O: -1.36405 1.85502 -0.46791  0.008

The calculation puts the HOMO-LUMO gap (spin up / spin down) at 7.485 / 3.793 eV. For the lowest unoccupied orbital energy (spin up / spin down), the calculation gives 2.9 / -0.8 eV. As for the spin multiplicity: 2. Its HOMO energy (spin up / spin down) is -4.61 / -4.60 eV. As for the electronic energy: -14646.92878 eV. Its total charge is -1. As for the relative energy (zero: lowest compared OMol25 entry of this formula, charge and spin): 231.0 kJ/mol.

=====

This record from OMol25 describes 7 unconnected molecules or ions with the total composition C2H18O6. The level of theory is ωB97M-V/def2-TZVPD.

Each line ends with the Löwdin spin population.
CARTESIAN COORDINATES (ANGSTROEM)
C: 0.14206 -2.37940 -3.96207  0.013
C: 0.54734 -1.78781 -2.60264  0.043
H: 1.05611 -2.60728 -4.59354  0.001
H: -0.58229 -1.70294 -4.42142  0.004
H: -0.21054 -3.48977 -3.88703  0.001
H: 0.46324 -0.66192 -2.56790  0.021
H: 0.04663 -2.20963 -1.75554  0.007
H: 1.67091 -1.97412 -2.59117  0.003
H: 0.20971 -1.80407 1.67347  0.011
H: 0.69912 -0.98495 0.62804  0.009
O: -0.08911 -1.50668 0.90662  0.062
H: -1.08557 3.76588 1.07792  0.026
H: -1.52715 2.27973 1.34568  0.024
O: -0.82840 2.91299 1.38099  0.114
H: 2.35457 1.42318 2.43429  0.010
H: 0.95582 1.71101 1.81859  0.019
O: 1.94517 1.93144 1.67007  0.035
H: -1.55331 2.13033 3.98931  0.015
H: -1.85118 1.22448 2.75377  0.021
O: -1.33293 1.32053 3.53204  0.067
H: 2.42726 0.45684 0.76058  0.004
H: 2.39056 -0.01581 -0.59788  0.007
O: 2.42210 -0.27396 0.27595  0.023
H: -3.34811 1.19651 0.69988  0.105
H: -2.29107 0.08967 0.81022  0.070
O: -2.63094 0.95577 1.22176  0.284

The calculation puts the HOMO-LUMO gap (spin up / spin down) at 2.715 / 10.254 eV. For the lowest unoccupied orbital energy (spin up / spin down), the calculation gives 3.3 / 3.2 eV. As for the spin multiplicity: 2. Its HOMO energy (spin up / spin down) is 0.62 / -7.08 eV. As for the electronic energy: -14649.32273 eV. Its total charge is -1. As for the relative energy (zero: lowest compared OMol25 entry of this formula, charge and spin): 0.0 kJ/mol.

=====

This record from OMol25 describes a molecular structure, C2H20O11V. The level of theory is ωB97M-V/def2-TZVPD.

Each line ends with the Mulliken charge.
CARTESIAN COORDINATES (ANGSTROEM)
O: 0.24245 -1.13355 0.74254  -0.614
V: 0.34448 0.47506 0.65299  1.517
O: 1.30809 0.93956 -0.48913  -0.568
C: -0.90267 0.53247 3.79957  -0.596
O: -1.16167 0.67807 2.43274  -0.544
H: -1.28350 1.42898 4.30983  0.218
H: -1.36454 -0.38747 4.17840  0.219
H: 0.17750 0.49938 4.02571  0.017
C: -1.61700 2.01214 -1.41891  -0.771
O: -1.63316 0.93084 -0.51838  -0.606
H: -1.71655 2.98175 -0.91553  0.186
H: -0.74614 2.06728 -2.08805  0.209
H: -2.51021 1.80263 -2.02161  0.327
O: -1.70861 -1.62595 -1.95560  -0.701
H: -1.70213 -0.78141 -1.45557  0.461
H: -1.44347 -1.38654 -2.84610  0.237
O: 2.25022 0.51046 2.09010  -0.496
H: 3.07750 0.96227 1.89997  0.261
H: 2.31482 0.23677 3.01091  0.248
O: 0.05294 -3.76806 -1.00473  -0.630
H: 0.01028 -3.20013 -0.21914  0.342
H: 0.41671 -4.59813 -0.68492  0.259
O: 0.74646 3.07453 1.09966  -0.460
H: 0.85527 3.82580 1.68988  0.220
H: 0.96806 3.40998 0.22335  0.280
O: -2.57762 -3.05133 0.42790  -0.610
H: -3.03831 -3.79771 0.03681  0.268
H: -1.98815 -2.74117 -0.27390  0.306
O: 3.84706 1.48989 -2.60242  -0.666
H: 3.31700 0.78965 -2.19427  0.346
H: 3.20738 2.02132 -3.08323  0.304
O: 1.14318 -1.35354 -2.29793  -0.584
H: 0.47387 -0.72543 -2.57170  0.239
H: 0.64050 -2.11840 -1.97928  0.380

The calculation puts the HOMO-LUMO gap at 6.459 eV. For the lowest unoccupied orbital energy, the calculation gives 2.4 eV. As for the spin multiplicity: 1. Its HOMO energy is -4.06 eV. As for the electronic energy: -50609.21769 eV. Its total charge is -1. As for the relative energy (zero: lowest compared OMol25 entry of this formula, charge and spin): 0.0 kJ/mol.

=====

This record from OMol25 describes 8 unconnected molecules or ions with the total composition C2H20O8. The level of theory is ωB97M-V/def2-TZVPD.

Each line ends with the natural charge from an NBO analysis.
CARTESIAN COORDINATES (ANGSTROEM)
C: -3.39160 1.10203 0.55203  -0.638
C: -1.89200 0.86578 0.64280  -0.105
O: -1.28663 0.65691 -0.64455  -0.749
H: -3.63275 1.92608 -0.12061  0.208
H: -3.81164 1.21915 1.55173  0.226
H: -3.96362 0.26138 0.14406  0.204
H: -1.72896 -0.00653 1.28599  0.180
H: -1.37845 1.69352 1.12911  0.210
H: -1.69584 -0.10918 -1.05935  0.483
O: -0.06960 -2.38285 2.03208  -0.989
H: 0.25101 -1.51849 1.69790  0.486
H: 0.58730 -3.04117 1.76950  0.483
O: 1.18693 -0.29137 0.53882  -1.009
H: 0.36578 0.09248 0.17210  0.506
H: 1.61345 -0.74481 -0.21387  0.492
O: 1.03774 0.81364 -3.19256  -0.950
H: 1.67586 0.23464 -2.73990  0.481
H: 0.60705 0.24845 -3.84124  0.458
O: -1.08428 3.62963 -0.74296  -0.939
H: -1.95443 3.84794 -1.09015  0.458
H: -1.11523 2.67161 -0.58277  0.478
O: 2.66710 -1.00518 -1.79837  -0.954
H: 2.89501 -1.93681 -1.89154  0.486
H: 3.39259 -0.62177 -1.28105  0.496
O: 1.29027 2.13534 2.12837  -0.959
H: 2.14168 2.42120 2.47263  0.464
H: 1.44068 1.23408 1.80235  0.488
O: 1.69034 -4.33213 0.68521  -0.940
H: 2.13242 -5.18932 0.68017  0.482
H: 2.02982 -3.87423 -0.08594  0.464

The calculation puts the HOMO-LUMO gap at 9.913 eV. For the lowest unoccupied orbital energy, the calculation gives -0.5 eV. As for the spin multiplicity: 1. Its HOMO energy is -10.40 eV. As for the electronic energy: -18778.41229 eV. As for the relative energy (zero: lowest compared OMol25 entry of this formula, charge and spin): 62.9 kJ/mol. As for the structure (SMILES): CCO.O.O.O.O.O.O.O.

=====

This record from OMol25 describes 10 unconnected molecules or ions with the total composition C2H21O15P. The level of theory is ωB97M-V/def2-TZVPD.

Each line ends with the natural charge from an NBO analysis.
CARTESIAN COORDINATES (ANGSTROEM)
O: 1.75929 -2.79022 0.88084  -0.886
H: 2.51593 -2.32567 0.42369  0.419
H: 0.78797 -2.37567 0.56318  0.519
H: 1.79734 -3.74118 0.66916  0.536
O: 0.26621 -0.85669 -2.75257  -0.878
H: -0.61210 -1.37889 -2.28116  0.510
H: 0.52525 0.00766 -2.27670  0.540
H: 1.01809 -1.46236 -2.77472  0.481
O: 3.14025 0.73954 -0.11480  -1.070
H: 3.89729 1.34162 -0.31342  0.488
H: 2.25419 1.09919 -0.52893  0.552
H: 3.38551 -0.23365 -0.31435  0.304
O: -0.78683 0.50347 0.46109  -0.898
H: -1.71760 0.78820 0.11880  0.549
H: -0.66956 -0.55828 0.52058  0.546
H: -0.13024 0.91271 -0.16687  0.534
C: -4.08790 1.42211 -0.08616  0.922
O: -4.04087 2.53206 0.52479  -0.767
O: -3.04830 0.98297 -0.74638  -0.709
O: -5.10990 0.67023 -0.11344  -0.633
C: 0.96040 2.63649 -2.16514  -0.231
O: 0.85054 1.43945 -1.46579  -0.978
H: 1.77374 2.64265 -2.91315  0.124
H: 0.01119 2.84101 -2.68394  0.173
H: 1.14162 3.51881 -1.52151  0.127
P: -1.56036 -2.79484 -0.43532  2.511
O: -1.66821 -2.02551 -1.80128  -1.158
O: -1.11400 -4.23582 -0.51191  -1.246
O: -2.95834 -2.51813 0.13213  -1.147
O: -0.51008 -2.01989 0.48859  -1.214
O: 1.51492 0.10540 2.13556  -0.946
H: 1.04868 0.48955 2.88632  0.478
H: 2.26130 -0.36514 2.52799  0.455
O: -0.41599 -2.01071 3.45545  -0.955
H: -0.13634 -1.89958 2.52481  0.505
H: -0.39228 -1.12304 3.81998  0.443
O: -0.33880 3.23268 1.49151  -0.963
H: -1.26965 3.22847 1.74944  0.492
H: -0.34237 3.58101 0.59363  0.470

The calculation puts the HOMO-LUMO gap at 1.824 eV. For the lowest unoccupied orbital energy, the calculation gives 2.1 eV. As for the spin multiplicity: 1. Its HOMO energy is 0.32 eV. As for the electronic energy: -42411.95311 eV. Its total charge is -2.

=====

This record from OMol25 describes 9 unconnected molecules or ions with the total composition C2H22O10. The level of theory is ωB97M-V/def2-TZVPD.

Each line ends with the natural charge from an NBO analysis.
CARTESIAN COORDINATES (ANGSTROEM)
O: 0.90548 2.37223 -2.04196  -0.738
C: 0.12961 1.73984 -3.08066  -0.105
C: -0.90831 0.66693 -2.62737  -0.096
O: -1.68375 1.09587 -1.44955  -0.778
H: 0.30284 2.97764 -1.60390  0.482
H: -0.38080 2.48457 -3.69135  0.171
H: 0.84566 1.31956 -3.78687  0.187
H: -0.34065 -0.22929 -2.37706  0.162
H: -1.63152 0.42009 -3.40463  0.194
H: -1.39743 0.85653 -0.56505  0.503
O: 2.34458 1.05753 1.15621  -0.970
H: 2.70149 0.93971 2.03654  0.490
H: 2.67627 1.91021 0.87491  0.505
O: -3.55190 -1.12549 1.59533  -0.973
H: -3.13287 -1.39959 0.77953  0.486
H: -3.70315 -0.18691 1.48388  0.460
O: 2.43762 -0.16272 -1.28360  -0.964
H: 2.56811 0.14456 -0.38651  0.472
H: 1.82248 0.46381 -1.66479  0.472
O: 2.81746 -1.78049 1.72821  -0.945
H: 2.55936 -0.88001 1.53136  0.471
H: 2.91922 -1.79840 2.67982  0.472
O: -0.96302 0.87963 3.72389  -0.962
H: -0.97995 0.62980 2.80002  0.494
H: -0.56190 1.74870 3.73018  0.451
O: 0.00081 -2.56046 0.78291  -0.970
H: 0.94141 -2.73747 0.76990  0.518
H: -0.29467 -2.89506 1.62964  0.496
O: -2.13901 -2.01272 -0.42406  -0.977
H: -1.29282 -2.31952 -0.09837  0.490
H: -1.99106 -1.84366 -1.35452  0.480
O: -0.59080 0.27151 1.07166  -0.974
H: -0.71811 -0.58398 0.66157  0.504
H: 0.28929 0.53698 0.80482  0.490

The calculation puts the HOMO-LUMO gap at 9.915 eV. For the lowest unoccupied orbital energy, the calculation gives -0.4 eV. As for the spin multiplicity: 1. Its HOMO energy is -10.27 eV. As for the electronic energy: -22905.72328 eV. As for the relative energy (zero: lowest compared OMol25 entry of this formula, charge and spin): 65.1 kJ/mol. As for the structure (SMILES): OCCO.O.O.O.O.O.O.O.O.